No. 1
A molecular structure, C20H17BrN3O3PtS2, computed with ωB97M-V with the def2-TZVPD basis set.

Geometry (Å):
1 H -3.67 -1.83 -4.25
2 C -2.01 -0.27 3.46
3 H 1.25 2.25 -2.04
4 C -2.21 -2.09 -2.70
5 S -1.40 -0.63 1.81
6 H 3.53 1.55 -4.63
7 H 0.43 1.48 -3.38
8 N -1.34 -1.54 -1.84
9 C 3.42 0.73 -3.93
10 H 1.73 2.63 -3.71
11 C -1.24 0.53 4.44
12 C -1.48 1.29 6.73
13 H -2.29 -3.17 -2.68
14 H 3.22 -2.35 -0.24
15 H 0.14 2.50 7.43
16 C -1.24 -0.24 -1.85
17 C -2.98 -1.34 -3.57
18 C 3.27 -1.50 -2.19
19 C -1.95 0.63 -2.67
20 H 3.92 -3.40 -1.50
21 C -1.94 0.59 5.63
22 Br -1.84 1.44 0.97
23 H 5.14 -0.27 -4.70
24 O -3.54 0.86 -4.36
25 H 2.16 -3.12 -1.39
26 O -4.58 0.50 5.43
27 C 2.28 -0.41 -2.10
28 S -3.44 -0.35 5.44
29 H -1.84 1.70 -2.62
30 C 3.14 -2.67 -1.28
31 C 0.46 1.89 5.40
32 H 0.54 1.12 3.39
33 O -3.39 -1.54 6.23
34 N 1.40 -0.58 -1.17
35 C 1.40 1.84 -3.04
36 C 4.34 -0.32 -3.97
37 H -2.04 1.33 7.65
38 H -4.15 0.36 -4.92
39 C -0.26 1.94 6.59
40 H 5.01 -2.21 -3.20
41 C 2.39 0.72 -3.03
42 Pt -0.03 0.50 -0.44
43 H 1.41 2.40 5.33
44 C 4.28 -1.42 -3.12
45 C -0.02 1.18 4.31
46 N -3.11 -0.78 3.83
47 C -2.85 0.04 -3.56

Calculated values
energy relative to the best compared isomer or geometry (same formula, charge and spin): 1.782 eV
gap between HOMO and LUMO: 0.22947 Ha
net charge: +1
LUMO level: -5.57 eV

=====

No. 2
A molecular structure, C20H17Cl5IMnN2OS, computed with ωB97M-V with the def2-TZVPD basis set.

Geometry (Å):
1 C 4.69 2.20 -0.12
2 C -1.86 1.18 -1.59
3 Cl 2.90 0.13 -0.02
4 C -3.28 1.64 -1.82
5 S -0.03 -1.60 -0.56
6 H -1.01 3.24 -0.02
7 C -3.78 -2.88 -1.11
8 C -4.31 -2.51 2.51
9 H -1.75 0.16 -1.96
10 Cl 1.35 5.24 -0.09
11 C 5.00 3.56 -0.17
12 C -1.80 -1.35 2.35
13 C 3.35 1.82 -0.06
14 H -1.47 2.50 1.48
15 H -1.99 0.51 0.35
16 C -2.36 -1.86 1.13
17 H -1.98 -1.08 4.45
18 N -3.45 3.02 -1.23
19 Cl 5.91 1.00 -0.14
20 N -1.47 1.21 -0.17
21 I -0.08 -0.17 2.55
22 C 2.64 4.09 -0.09
23 C -4.37 -2.89 0.12
24 C -1.73 -1.93 -0.17
25 H -4.38 3.39 -1.41
26 H -5.30 -2.95 2.55
27 C 3.97 4.50 -0.15
28 C -3.70 -2.09 3.65
29 H -1.15 1.81 -2.14
30 C -2.46 -2.42 -1.23
31 H -4.30 -3.27 -1.97
32 H -3.86 2.33 0.70
33 H -4.00 1.00 -1.31
34 H -2.79 3.66 -1.69
35 C -1.71 2.53 0.42
36 Mn 0.55 0.47 0.07
37 C -2.44 -1.48 3.56
38 Cl 6.64 4.06 -0.23
39 H -5.37 -3.29 0.26
40 H -3.29 4.01 0.64
41 H -1.97 -2.48 -2.19
42 C -3.14 3.00 0.25
43 O 1.04 2.34 0.03
44 C 2.30 2.73 -0.04
45 H -3.53 1.69 -2.88
46 Cl 4.34 6.17 -0.22
47 C -3.68 -2.40 1.25
48 H -4.17 -2.20 4.62

Calculated values
gap between HOMO and LUMO (spin up / spin down): 0.25161 / 0.26036 Ha
net charge: +1
multiplicity: 2
LUMO level (spin up / spin down): -3.28 / -3.28 eV

=====

No. 3
A gas-phase ion, C20H17F3N3O10S (charge -1) in a non-equilibrium geometry, computed with ωB97M-V with the def2-TZVPD basis set.

Geometry (Å):
1 C -1.89 0.10 2.66
2 C 2.22 -2.44 2.60
3 C 2.45 0.61 7.67
4 O 2.88 1.69 5.27
5 H 0.62 3.01 6.21
6 H 3.85 -1.57 1.49
7 H 3.52 1.95 0.96
8 F 3.76 0.36 7.84
9 C -2.57 -1.07 2.23
10 C -1.45 2.55 5.76
11 O 1.58 -1.13 2.62
12 C -3.95 -1.06 2.05
13 H 4.10 3.30 1.93
14 S 2.11 0.60 5.83
15 C -1.91 0.18 5.51
16 O -0.95 4.81 5.81
17 O -0.27 -2.32 2.91
18 O -2.91 4.20 5.05
19 C -0.52 0.07 3.27
20 H 2.17 3.13 3.47
21 C 3.67 -2.13 2.41
22 C -4.68 0.11 2.22
23 C 3.54 2.37 1.97
24 O 2.30 -0.77 5.36
25 C 2.16 2.66 2.47
26 C -0.58 -0.01 4.89
27 O -4.14 0.20 5.58
28 C -0.09 2.21 5.96
29 H 1.57 3.25 1.75
30 H 4.24 -3.07 2.38
31 C -4.02 1.29 2.57
32 O -3.13 -1.85 5.19
33 N -1.79 3.92 5.53
34 O 1.53 1.33 2.62
35 H -4.56 2.23 2.75
36 H -2.03 -1.99 2.10
37 N -2.99 -0.65 5.37
38 H -2.12 2.25 2.76
39 C -2.40 1.48 5.72
40 C -2.64 1.30 2.67
41 C 0.24 1.37 2.94
42 H -4.45 -2.00 1.77
43 C 0.35 0.95 5.61
44 H 4.02 -1.53 3.27
45 F 1.74 -0.33 8.31
46 H -0.29 -1.07 4.97
47 O -0.31 2.51 2.98
48 H 1.80 -3.02 1.77
49 H 4.04 1.67 2.64
50 H 2.02 -2.95 3.56
51 N -3.76 1.50 5.66
52 H -5.77 0.12 2.09
53 F 2.17 1.81 8.20
54 C 0.27 -1.20 2.89

Calculated values
energy relative to the best compared isomer or geometry (same formula, charge and spin): 0.169 eV
gap between HOMO and LUMO: 0.27158 Ha
SMILES: CCOC(=O)C(C(=O)OCC)(c1ccccc1)[C@H]1C(S(=O)(=O)C(F)(F)F)=CC(=[N+]([O-])[O-])c2no[n+]([O-])c21
net charge: -1
LUMO level: 2.62 eV

=====

So what do the calculations give for calculated total energy? Going down the list: -4651.65976; -5104.68849; -2386.58645 Ha.